--- one ---
A 3-piece molecular cluster, C3H12O3 overall. Source: OMol25; level of theory: ωB97M-V/def2-TZVPD.

Output
HOMO-LUMO gap: 9.94 eV
spin multiplicity: 1
SMILES: CO.CO.CO
E_HOMO: -9.46 eV

The geometry in XYZ format:
```
18
C3H12O3 ωB97M-V/def2-TZVPD
C -11.6255 12.8450 6.4742
O -11.0984 11.6289 5.9723
H -10.9501 13.5659 6.9348
H -11.9521 13.4096 5.6009
H -12.4951 12.6088 7.0876
H -10.1687 11.5963 6.2093
C -12.5339 13.7444 1.3717
O -12.6133 12.3562 1.0283
H -12.8528 14.4988 0.6525
H -13.1220 13.9917 2.2555
H -11.5197 13.9635 1.7056
H -12.3229 12.0327 1.8842
C -10.1339 11.0169 2.5824
O -11.3560 11.5002 3.1854
H -10.2694 10.0278 2.1449
H -9.6632 11.6749 1.8520
H -9.3884 10.7410 3.3282
H -11.2024 11.6862 4.1146
```

The Mulliken scheme yields these atomic charges, measured in e: C -0.51; O -0.56; H 0.31; H 0.20; H 0.22; H 0.32; C -0.62; O -0.51; H 0.29; H 0.22; H 0.22; H 0.47; C -0.69; O -0.59; H 0.27; H 0.24; H 0.33; H 0.40



--- two ---
C3H12O3 as an isolated structure. Source: OMol25; level of theory: ωB97M-V/def2-TZVPD.

Output
HOMO-LUMO gap: 8.95 eV
spin multiplicity: 1
E_HOMO: -8.51 eV

The geometry in XYZ format:
```
18
C3H12O3 ωB97M-V/def2-TZVPD
C -0.4362 -0.9238 1.5096
O 0.9577 -0.8155 1.3054
H -0.9850 -1.3691 0.6798
H -0.6864 -1.5551 2.3623
H -0.8790 0.0722 1.5075
H 1.4094 -0.5101 2.0956
C -1.1665 1.7667 -0.8088
O -0.1941 1.6409 0.2418
H -1.0857 0.9534 -1.5300
H -2.1649 1.7762 -0.3716
H -1.0222 2.7094 -1.3365
H 0.3472 0.8952 -0.0276
C 1.1088 -0.8665 -1.2468
O 0.2438 -0.1377 -0.3835
H 1.2490 -1.8787 -0.8674
H 0.6576 -0.9620 -2.2344
H 2.0854 -0.4012 -1.3805
H 0.5613 -0.3943 0.4853
```

The Mulliken scheme yields these atomic charges, measured in e: C -1.00; O -0.51; H 0.29; H 0.39; H 0.37; H 0.36; C -0.57; O -0.75; H 0.21; H 0.21; H 0.24; H 0.54; C -0.90; O -0.61; H 0.29; H 0.27; H 0.29; H 0.87



Name the least stable of them. two.



--- one ---
A 2-piece molecular cluster, C3H8NO3 overall. Source: OMol25; level of theory: ωB97M-V/def2-TZVPD.

Output
HOMO-LUMO gap: 8.58 eV
spin multiplicity: 1
E_HOMO: -4.37 eV
total charge: -1

The geometry in XYZ format:
```
15
C3H8NO3 ωB97M-V/def2-TZVPD
C -0.5844 -0.3874 -1.6493
C -1.2784 -0.7799 -0.2495
C -0.1127 -0.7578 0.7044
O 0.5025 -1.7781 1.0664
O 0.2472 0.4277 1.0247
N 0.0809 0.8751 -1.8473
H -0.0333 -1.3311 -1.7725
H -1.4831 -0.5349 -2.3149
H -1.9554 0.0347 0.0660
H -1.9127 -1.6546 -0.2496
H 1.0343 0.7266 -1.4762
H -0.3442 1.5369 -1.2109
H 2.5362 0.7281 2.7763
H 1.2760 1.3595 2.2623
O 2.0270 1.5354 2.8701
```

The Mulliken scheme yields these atomic charges, measured in e: C -0.64; C -0.60; C 0.46; O -0.74; O -0.79; N -0.65; H 0.27; H 0.25; H 0.28; H 0.38; H 0.36; H 0.33; H 0.28; H 0.49; O -0.69



--- two ---
A 2-piece molecular cluster, C3H8NO3 overall. Source: OMol25; level of theory: ωB97M-V/def2-TZVPD.

Output
HOMO-LUMO gap: 8.94 eV
spin multiplicity: 1
E_HOMO: -4.61 eV
total charge: -1

The geometry in XYZ format:
```
15
C3H8NO3 ωB97M-V/def2-TZVPD
N 2.1604 2.4479 0.3095
C 1.1234 1.5047 0.0232
O 0.1651 1.4874 0.8193
O 1.3182 0.7836 -0.9922
H 2.7321 2.6709 -0.4885
H 1.7991 3.2244 0.8385
C -0.5558 -1.6707 -0.2453
O -0.5698 -1.0772 -1.5283
C -1.7989 -1.3016 0.5578
H -0.4944 -2.7587 -0.3720
H 0.3276 -1.3126 0.2907
H 0.0518 -0.3291 -1.4710
H -2.6945 -1.5641 -0.0087
H -1.8017 -1.8704 1.4935
H -1.7627 -0.2346 0.7735
```

The Mulliken scheme yields these atomic charges, measured in e: N -0.56; C 0.66; O -0.70; O -0.83; H 0.21; H 0.21; C -0.29; O -0.61; C -0.85; H 0.29; H 0.22; H 0.49; H 0.27; H 0.28; H 0.21



Name the least stable of them. one.